Molecular formula: C4H11N3
Method: DFT, the ωB97M-V functional and the def2-TZVPD basis

Geometry (Å):
C -0.868 -0.185 -0.128
C -0.596 -0.472 -1.599
C -1.233 1.261 0.172
N 1.694 -1.024 1.072
C 1.525 0.120 0.369
N 0.581 -1.572 1.669
N 2.112 1.185 0.201
H 2.253 -1.711 0.577
H -1.735 -0.795 0.165
H 0.368 -0.964 2.463
H -0.228 -0.917 0.784
H 1.728 1.786 -0.526
H 0.167 0.196 -2.011
H -0.251 -1.498 -1.747
H -1.502 -0.343 -2.205
H -1.369 1.428 1.243
H -2.171 1.537 -0.324
H -0.476 1.968 -0.175

Atoms 1-2, force components in eV/Å:
C 0.2 0.0 0.0
C -0.1 0.0 0.0

Computed properties:
Energy above the lowest of the compared OMol25 structures with the same formula, charge and spin in eV: 5.789
HOMO level in eV: -8.05
Frontier orbital gap in eV: 8.4

Molecular formula: C4H11N3
Method: DFT, the ωB97M-V functional and the def2-TZVPD basis

Geometry (Å):
C -2.097 -0.802 0.522
N -0.969 0.126 0.373
N -1.141 1.121 -0.635
H -0.553 0.573 1.210
H -1.573 0.737 -1.471
H -0.221 1.392 -0.990
H -2.099 -1.502 -0.318
H -3.032 -0.244 0.521
H -1.972 -1.357 1.448
C 0.650 -0.716 0.195
C 2.230 1.388 0.593
C 1.037 -1.014 -1.055
N 1.477 0.611 1.215
H 0.655 -1.481 0.960
H 2.293 1.314 -0.519
H 2.848 2.141 1.099
H 1.465 -1.979 -1.275
H 1.003 -0.309 -1.872

Atoms 1-2, force components in eV/Å:
C 0.4 0.6 -0.1
N 2.0 -0.2 0.3

Computed properties:
Energy above the lowest of the compared OMol25 structures with the same formula, charge and spin in eV: 6.437
HOMO level in eV: -6.79
Frontier orbital gap in eV: 7.7

Molecular formula: C4H11N3
Method: DFT, the ωB97M-V functional and the def2-TZVPD basis

Geometry (Å):
C -0.640 0.798 -1.802
C -0.802 0.265 -0.594
N -2.037 0.101 0.011
C 0.379 -0.249 0.220
C 0.995 0.922 0.996
N 1.392 -0.763 -0.690
N -0.114 -1.218 1.199
H -1.477 1.183 -2.358
H 0.328 0.846 -2.259
H -2.761 0.719 -0.318
H -1.995 -0.019 1.011
H 0.243 1.390 1.623
H 1.386 1.650 0.292
H 1.807 0.569 1.627
H 1.014 -1.493 -1.282
H 2.185 -1.130 -0.175
H 0.647 -1.565 1.772
H -0.550 -2.005 0.728

Atoms 1-2, force components in eV/Å:
C 0.0 0.0 -0.1
C 0.1 -0.2 -0.1

Computed properties:
SMILES string: C=C(N)C(C)(N)N
Energy above the lowest of the compared OMol25 structures with the same formula, charge and spin in eV: 1.021
HOMO level in eV: -7.99
Frontier orbital gap in eV: 9.0